(1)
ORCA calculation (ωB97M-V/def2-TZVPD) on a structure of composition C37H43Br2GeN5OV.

E_HOMO (alpha / beta)   0.49 / 0.46 eV
Energy above the lowest of the compared OMol25 structures with the same formula, charge and spin   0.0 kcal/mol
Maximum force   0.016 hartree/bohr
LUMO energy (alpha / beta)   4.237 / 4.236 eV
E_tot   -9953.66842 hartree
Total charge   -2
HOMO-LUMO gap (alpha / beta)   3.75 / 3.78 eV
Multiplicity   2

Geometry as XYZ:
```
90
Properties=species:S:1:pos:R:3:forces:R:3
V 0.390 -0.251 0.802 0.2 0.2 -0.8
N 1.354 -2.384 4.233 -0.1 -0.1 -0.5
C 0.633 -1.699 5.288 -0.2 0.2 0.1
C 0.379 -0.242 4.900 0.0 0.0 0.0
N -0.523 -0.084 3.766 0.0 -0.3 0.3
C -1.947 -0.068 4.072 0.0 0.1 0.1
C -2.662 -1.373 3.737 0.0 0.1 0.1
N -2.818 -1.499 2.294 -0.2 -0.1 -0.1
H 0.849 -2.290 3.341 0.2 0.1 0.2
H 1.426 -3.375 4.432 0.0 0.0 0.0
H 1.236 -1.722 6.205 0.0 0.1 -0.1
H -0.336 -2.164 5.534 0.0 0.0 0.0
H 1.335 0.209 4.621 0.0 0.0 0.0
H -0.002 0.294 5.790 0.0 0.0 -0.1
H -0.265 0.745 3.245 -0.1 -0.1 0.3
H -2.426 0.725 3.488 0.0 0.0 0.0
H -2.108 0.163 5.141 0.0 0.0 -0.1
H -3.661 -1.357 4.191 0.0 0.0 0.0
H -2.107 -2.205 4.195 0.0 0.0 0.0
H -3.281 -2.373 2.064 0.1 0.1 0.0
H -1.898 -1.536 1.860 0.1 -0.1 0.0
Br -2.887 5.477 2.344 0.0 0.0 0.0
C -1.976 3.835 1.934 0.3 0.1 0.1
C -2.695 2.849 1.199 0.0 -0.1 0.0
C -1.990 1.703 0.912 0.0 0.0 -0.1
N -0.734 1.446 1.282 -0.1 -0.2 -0.3
C -0.014 2.433 1.993 0.3 0.2 0.1
C -0.697 3.671 2.326 -0.2 0.0 0.0
C 1.279 2.121 2.325 -0.4 0.1 0.2
C 2.101 2.871 3.255 0.4 0.0 0.0
C 3.333 2.414 3.553 -0.3 0.1 0.0
Br 4.425 3.367 4.814 0.0 0.0 0.0
C 3.859 1.200 3.008 0.0 -0.1 -0.1
C 3.001 0.501 2.192 0.1 0.0 0.0
N 1.770 0.877 1.840 -0.1 0.0 0.1
H -3.710 2.995 0.867 0.0 0.0 0.0
H -2.473 0.910 0.349 0.0 0.0 0.0
H -0.168 4.454 2.852 0.0 0.0 0.0
H 1.707 3.762 3.724 0.0 0.0 0.0
H 4.841 0.831 3.259 0.0 0.0 0.0
H 3.320 -0.454 1.781 0.0 0.0 0.0
C 1.426 -3.579 -0.044 0.0 0.0 0.0
C 0.055 -3.290 0.573 0.0 -0.1 -0.2
C -0.989 -3.194 -0.543 0.0 0.0 0.0
C -0.333 -4.408 1.553 0.0 0.1 -0.1
O 0.116 -2.088 1.280 -0.1 0.3 0.3
H 1.434 -4.527 -0.589 0.0 0.0 0.0
H 2.181 -3.615 0.744 0.0 0.0 0.0
H 1.678 -2.764 -0.727 0.0 0.0 0.0
H -0.991 -4.092 -1.166 0.0 -0.1 0.0
H -0.754 -2.324 -1.160 0.0 0.0 0.0
H -1.988 -3.063 -0.120 0.0 0.0 0.0
H -0.480 -5.360 1.038 0.0 0.0 0.0
H -1.258 -4.137 2.066 0.0 0.0 0.0
H 0.447 -4.537 2.304 0.1 0.0 0.1
C 0.550 -0.042 -0.893 0.0 -0.3 0.4
Ge 0.275 0.449 -2.667 0.0 0.1 0.0
C -1.533 1.175 -3.012 0.0 0.0 0.0
C -1.755 2.423 -3.589 0.0 0.0 0.0
C -3.039 2.929 -3.742 -0.1 0.0 0.0
C -4.133 2.187 -3.319 0.0 0.0 0.0
C -3.933 0.939 -2.742 -0.1 0.0 0.0
C -2.646 0.446 -2.588 0.1 0.0 0.0
C 0.464 -1.069 -3.935 0.0 0.0 0.1
C -0.494 -1.404 -4.887 0.0 0.0 0.0
C -0.329 -2.501 -5.726 0.0 0.0 0.0
C 0.810 -3.286 -5.625 0.0 0.0 0.0
C 1.777 -2.969 -4.679 0.0 0.0 0.0
C 1.600 -1.875 -3.846 0.0 0.0 0.0
C 1.559 1.807 -3.323 -0.1 0.0 0.0
C 1.742 2.120 -4.669 0.0 0.0 0.0
C 2.657 3.087 -5.064 0.0 0.0 0.0
C 3.408 3.758 -4.107 0.0 0.0 0.0
C 3.241 3.454 -2.763 0.0 0.0 0.0
C 2.324 2.486 -2.376 0.0 0.0 0.0
H -0.910 3.023 -3.909 0.0 0.0 0.0
H -3.184 3.912 -4.175 0.0 0.0 0.0
H -5.136 2.585 -3.423 0.0 0.0 0.0
H -4.779 0.360 -2.389 0.0 0.0 0.0
H -2.499 -0.512 -2.101 0.0 0.0 0.0
H -1.393 -0.802 -4.975 0.0 0.0 0.0
H -1.094 -2.743 -6.455 0.0 0.0 0.0
H 0.941 -4.146 -6.274 0.0 0.0 0.0
H 2.667 -3.582 -4.585 0.0 0.0 0.0
H 2.350 -1.650 -3.095 0.0 0.0 0.0
H 1.165 1.596 -5.425 0.0 0.0 0.0
H 2.786 3.318 -6.116 0.0 0.0 0.0
H 4.124 4.514 -4.411 0.0 0.0 0.0
H 3.825 3.971 -2.011 0.0 0.0 0.0
H 2.189 2.241 -1.327 0.0 0.0 0.0
```
Forces are in eV/Å.

***

(2)
ORCA calculation (ωB97M-V/def2-TZVPD) on a structure of composition C29H54N5O4SiSr.

E_HOMO   -3.54 eV
Energy above the lowest of the compared OMol25 structures with the same formula, charge and spin   20.8 kcal/mol
Maximum force   0.054 hartree/bohr
LUMO energy   2.567 eV
E_tot   -2032.57262 hartree
Total charge   -1
HOMO-LUMO gap   6.10 eV

Geometry as XYZ:
```
94
Properties=species:S:1:pos:R:3:forces:R:3
Sr 0.160 0.318 0.742 0.7 -0.4 -2.7
C 4.635 1.910 1.970 0.3 0.1 -0.2
C 3.397 2.768 2.140 -0.3 0.1 -0.1
N 2.355 2.534 1.146 -0.4 -0.2 0.2
C 2.324 3.381 -0.037 -0.1 0.2 0.3
C 2.583 2.603 -1.305 0.1 -0.2 -0.1
N 1.481 1.690 -1.601 -0.2 0.2 0.1
C 1.630 1.069 -2.917 -0.2 0.2 0.0
C 2.651 -0.051 -2.952 0.3 0.1 -0.2
C 2.186 -1.341 -2.312 -0.2 -0.4 0.1
N 2.184 -1.350 -0.852 -0.3 0.0 0.1
C 3.395 -1.884 -0.233 0.0 -0.1 -0.2
C 4.251 -0.835 0.450 0.1 0.0 -0.1
N 3.650 -0.382 1.685 0.0 0.2 -0.1
C 4.527 0.477 2.458 -0.1 -0.2 0.3
H 5.456 2.367 2.534 0.0 0.1 0.0
H 4.949 1.939 0.920 0.0 0.0 0.0
H 3.689 3.829 2.117 0.0 0.0 0.1
H 2.960 2.578 3.127 0.1 0.0 0.0
H 1.453 2.594 1.593 0.0 0.2 0.1
H 3.048 4.203 0.052 0.0 -0.1 0.0
H 1.332 3.846 -0.088 0.0 0.0 -0.1
H 3.493 2.012 -1.164 0.0 0.0 0.0
H 2.772 3.285 -2.151 -0.1 0.1 0.0
H 0.614 2.221 -1.608 0.1 0.1 0.0
H 1.897 1.835 -3.666 0.1 -0.1 0.0
H 0.655 0.676 -3.213 0.0 0.0 0.0
H 3.598 0.273 -2.508 0.0 0.0 0.0
H 2.878 -0.260 -4.003 0.0 0.0 0.0
H 2.798 -2.175 -2.693 0.0 0.1 0.0
H 1.167 -1.553 -2.642 0.0 0.1 0.0
H 1.381 -1.878 -0.529 0.1 -0.1 0.0
H 4.005 -2.374 -1.006 0.0 0.0 0.1
H 3.122 -2.658 0.491 0.0 0.1 0.1
H 4.376 0.008 -0.237 0.0 0.0 0.1
H 5.262 -1.247 0.632 0.0 -0.1 -0.1
H 3.400 -1.185 2.246 0.0 -0.2 0.1
H 5.553 0.067 2.509 0.0 -0.1 0.0
H 4.139 0.479 3.483 0.1 0.1 0.0
O 1.993 -2.265 3.677 0.2 -0.1 0.2
C 1.219 -1.519 3.086 -0.5 0.8 0.0
O 0.695 -1.653 1.939 0.2 -0.4 0.6
C 0.882 -0.153 3.781 -0.3 0.3 -0.2
C 1.347 0.200 5.039 0.1 -0.2 0.0
C 1.066 1.472 5.516 0.0 0.1 0.1
C 0.374 2.386 4.733 -0.1 0.2 0.0
C -0.051 1.988 3.477 -0.1 -0.4 -0.3
N 0.176 0.732 3.060 0.3 0.2 1.2
C -0.712 2.967 2.425 0.4 -1.1 0.1
O -1.026 4.076 2.816 -0.1 0.3 0.1
O -0.771 2.457 1.251 -0.1 0.7 0.6
H 1.920 -0.526 5.599 0.0 0.0 0.0
H 1.411 1.765 6.501 0.0 0.0 0.0
H 0.169 3.398 5.055 0.0 0.0 0.0
C -4.516 0.343 -2.601 -0.2 0.0 -0.1
C -3.296 0.646 -1.729 0.0 0.2 0.0
C -2.338 1.533 -2.546 0.0 0.0 -0.1
C -3.772 1.565 -0.593 -0.1 0.1 0.1
Si -2.287 -0.871 -0.972 0.0 0.0 0.0
C -3.398 -1.654 0.455 0.1 0.0 0.3
C -4.899 -1.812 0.209 -0.2 0.0 -0.1
C -2.846 -3.044 0.807 0.0 -0.2 0.0
C -3.208 -0.832 1.744 0.0 0.0 0.1
C -2.211 -2.247 -2.382 0.0 -0.2 -0.2
C -1.683 -1.615 -3.678 0.1 0.0 -0.1
C -3.510 -2.973 -2.747 -0.2 0.0 0.0
C -1.188 -3.328 -1.999 0.1 -0.1 0.0
H -5.024 1.277 -2.883 0.0 0.0 0.0
H -5.254 -0.277 -2.088 0.0 0.0 0.1
H -4.267 -0.168 -3.532 0.1 0.0 0.0
H -2.872 2.423 -2.908 0.0 0.0 0.0
H -1.900 1.039 -3.413 0.0 -0.1 0.0
H -1.518 1.898 -1.922 0.0 0.0 0.1
H -4.162 2.497 -1.024 0.0 0.0 0.0
H -2.968 1.856 0.087 0.1 -0.1 0.0
H -4.572 1.135 0.008 -0.1 -0.1 0.0
H -5.118 -2.422 -0.670 0.0 0.0 0.0
H -5.416 -0.862 0.073 0.1 0.1 0.0
H -5.377 -2.306 1.068 0.0 0.0 0.0
H -3.069 -3.798 0.051 -0.1 0.1 0.0
H -3.302 -3.391 1.744 0.0 0.0 0.0
H -1.764 -3.045 0.964 0.0 0.1 0.0
H -3.539 0.203 1.676 0.0 0.0 -0.1
H -2.162 -0.820 2.069 0.0 -0.1 -0.1
H -3.765 -1.299 2.569 0.0 0.0 0.0
H -2.385 -0.923 -4.142 -0.1 0.0 0.0
H -1.475 -2.404 -4.413 0.0 0.0 0.0
H -0.753 -1.064 -3.526 0.1 0.0 0.1
H -4.308 -2.286 -3.034 0.0 0.0 0.0
H -3.893 -3.587 -1.932 0.1 0.0 0.1
H -3.348 -3.652 -3.597 0.1 0.0 0.0
H -0.270 -2.900 -1.599 0.1 0.1 0.0
H -0.914 -3.924 -2.881 0.0 0.0 0.0
H -1.549 -4.021 -1.241 -0.1 0.0 0.0
```
Forces are in eV/Å.

***

> The lowest maximum force belongs to which entry?

C37H43Br2GeN5OV